Record 1
{"formula": "C23H23InN7O3S", "method": "the ωB97M-V functional and the def2-TZVPD basis", "mol_weight_g_mol": 592.368, "multiplicity": 1, "homo_lumo_gap_ev": 5.7, "total_charge": 1, "e_tot_ha": -2087.40774, "symbols": ["In", "N", "C", "C", "C", "C", "C", "C", "H", "H", "H", "H", "H", "O", "C", "N", "C", "O", "C", "C", "C", "C", "N", "C", "H", "H", "H", "H", "H", "H", "H", "H", "S", "C", "N", "C", "C", "C", "N", "H", "H", "H", "H", "N", "C", "O", "C", "C", "C", "N", "C", "C", "H", "H", "H", "H", "H", "H"], "coordinates": [[0.40508, 0.22640, 0.77849], [0.80802, 1.75618, -0.39836], [-0.15592, 2.71200, -0.45032], [-1.55400, 2.47858, -0.58652], [-2.47881, 3.50238, -0.60660], [-2.07645, 4.83590, -0.50585], [-0.72046, 5.10684, -0.40087], [0.21465, 4.08001, -0.34944], [-1.89278, 1.45120, -0.69777], [-3.53151, 3.26710, -0.71129], [-2.80397, 5.63496, -0.53827], [-0.38030, 6.13460, -0.34558], [1.27150, 4.30246, -0.26059], [4.63043, -0.90641, -5.66744], [4.39679, -2.26091, -5.42030], [4.10402, -2.54121, -4.02033], [2.95692, -2.04895, -3.49677], [2.12586, -1.45339, -4.15714], [2.72173, -2.28057, -2.02941], [3.18295, -3.38368, -1.32905], [2.84576, -3.53009, 0.01049], [2.05718, -2.56664, 0.60153], [1.61298, -1.49817, -0.07441], [1.93697, -1.35218, -1.36059], [3.78141, -0.44882, -5.62517], [5.30202, -2.80272, -5.68208], [3.56072, -2.64044, -6.00865], [4.87584, -2.73148, -3.40231], [3.78086, -4.13854, -1.82420], [3.18172, -4.38067, 0.58544], [1.76449, -2.63971, 1.64215], [1.56985, -0.46429, -1.86599], [1.36668, 0.15853, 3.18072], [0.78849, 1.77630, 3.18556], [1.44147, 2.72963, 3.87951], [1.09810, 4.04696, 3.79461], [0.06711, 4.40638, 2.99442], [-0.62496, 3.38087, 2.32182], [-0.28198, 2.10025, 2.45289], [2.24488, 2.44925, 4.42473], [1.68923, 4.73352, 4.38184], [-0.22305, 5.43847, 2.87844], [-1.51532, 3.59643, 1.74369], [-5.48543, -4.07573, 0.78752], [-5.09417, -3.17090, 1.71381], [-5.72156, -2.91911, 2.71761], [-3.79331, -2.44275, 1.44367], [-3.17553, -1.83620, 2.52810], [-2.00152, -1.14064, 2.32820], [-1.44358, -1.02613, 1.11652], [-2.04436, -1.59259, 0.06487], [-3.21697, -2.31103, 0.18737], [-6.32742, -4.59536, 0.97382], [-4.88496, -4.39298, 0.04955], [-3.62868, -1.90752, 3.50660], [-1.48025, -0.65491, 3.14348], [-1.57285, -1.44811, -0.90020], [-3.67358, -2.72234, -0.70198]], "forces_ev_per_angstrom": [[-0.0285, 0.0117, -0.0136], [-0.0222, -0.0400, -0.0150], [-0.0278, 0.0424, -0.0182], [0.0216, 0.0196, -0.0049], [-0.0032, -0.0167, 0.0054], [-0.0056, 0.0169, 0.0052], [0.0032, -0.0116, -0.0036], [-0.0011, -0.0107, 0.0066], [0.0064, -0.0188, 0.0083], [0.0023, -0.0063, -0.0028], [0.0026, 0.0041, -0.0033], [0.0063, 0.0027, 0.0036], [0.0041, -0.0014, 0.0024], [0.0044, 0.0145, 0.0106], [-0.0024, -0.0197, -0.0143], [0.0186, -0.0357, 0.0198], [0.0052, 0.0772, 0.0316], [-0.0179, -0.0295, -0.0129], [-0.0031, -0.0283, -0.0129], [0.0096, -0.0048, -0.0016], [-0.0116, 0.0070, 0.0018], [-0.0032, -0.0274, -0.0006], [0.0324, -0.0135, 0.0489], [0.0169, 0.0297, -0.0422], [0.0037, -0.0056, -0.0060], [-0.0054, 0.0069, -0.0091], [0.0006, 0.0097, -0.0041], [0.0004, -0.0017, 0.0041], [-0.0007, -0.0013, -0.0042], [0.0013, -0.0024, -0.0032], [0.0032, 0.0147, -0.0060], [-0.0185, 0.0149, 0.0173], [-0.0024, -0.0258, -0.0191], [-0.0148, 0.0704, -0.0328], [-0.0171, 0.0206, -0.0087], [0.0157, -0.0371, 0.0287], [0.0127, 0.0421, -0.0020], [-0.0093, -0.0273, 0.0207], [0.0105, -0.0141, 0.0192], [0.0011, -0.0040, 0.0066], [0.0006, 0.0049, -0.0053], [-0.0016, 0.0008, 0.0055], [0.0106, -0.0038, -0.0195], [-0.0051, 0.0222, -0.0157], [0.0208, -0.0388, 0.0273], [-0.0076, 0.0179, -0.0072], [-0.0266, -0.0020, -0.0015], [-0.0054, 0.0036, 0.0024], [-0.0049, 0.0039, -0.0040], [0.0089, -0.0463, 0.0472], [0.0068, 0.0300, 0.0004], [-0.0042, -0.0008, -0.0203], [-0.0026, -0.0008, 0.0041], [0.0083, -0.0025, 0.0012], [0.0073, 0.0047, 0.0030], [0.0075, -0.0057, -0.0061], [-0.0002, -0.0067, -0.0091], [-0.0005, -0.0018, -0.0019]], "lowdin_charge": [0.706, -0.112, -0.532, -0.094, -0.111, -0.120, -0.114, -0.069, 0.080, 0.105, 0.097, 0.104, 0.110, -0.017, -0.244, 0.097, -0.441, 0.094, -0.084, 0.021, -0.017, -0.104, -0.024, -0.041, 0.089, 0.131, 0.133, 0.141, 0.128, 0.120, 0.113, 0.119, 0.693, -0.786, 0.096, -0.017, 0.002, -0.055, 0.033, 0.158, 0.141, 0.127, 0.109, 0.188, -0.490, 0.092, -0.094, 0.040, -0.087, -0.028, -0.100, 0.019, 0.125, 0.099, 0.134, 0.093, 0.124, 0.122]}


Record 2
{"formula": "C23H23MnN4O6", "method": "the ωB97M-V functional and the def2-TZVPD basis", "mol_weight_g_mol": 506.397, "multiplicity": 2, "homo_lumo_gap_ev": [6.6, 6.0], "total_charge": -1, "e_tot_ha": -2711.78526, "symbols": ["Mn", "C", "O", "C", "C", "C", "C", "C", "C", "N", "N", "C", "O", "C", "C", "C", "C", "C", "C", "C", "O", "H", "H", "H", "H", "H", "H", "H", "H", "H", "H", "H", "H", "N", "C", "C", "C", "O", "O", "H", "H", "H", "H", "H", "H", "O", "N", "C", "C", "C", "C", "C", "H", "H", "H", "H", "H"], "coordinates": [[0.24754, -0.77884, 0.63231], [-3.78793, -2.58951, 1.37039], [-4.34949, -1.85493, 0.28641], [-3.95655, -0.55033, 0.12403], [-4.94332, 0.34590, -0.21170], [-4.64771, 1.69864, -0.42376], [-3.34846, 2.11902, -0.27025], [-2.30999, 1.22601, 0.05171], [-0.97027, 1.78616, 0.08905], [0.09821, 1.12204, 0.33661], [1.30045, 1.82525, 0.24186], [2.30273, 0.99497, 0.41974], [2.21762, -0.25633, 0.63854], [3.67573, 1.59645, 0.33128], [4.78565, 0.76031, 0.34150], [6.06762, 1.28800, 0.25069], [6.25134, 2.66026, 0.15484], [5.14507, 3.50066, 0.15067], [3.86518, 2.97227, 0.23716], [-2.58471, -0.16474, 0.21527], [-1.69370, -1.08978, 0.36565], [-4.46593, -3.42693, 1.53382], [-3.73627, -1.97834, 2.27482], [-2.78610, -2.94445, 1.14574], [-5.95804, -0.02791, -0.28887], [-5.43467, 2.39743, -0.67803], [-3.09327, 3.16490, -0.41021], [-0.85933, 2.84855, -0.13274], [4.61941, -0.30528, 0.42637], [6.92541, 0.62606, 0.25849], [7.25053, 3.07422, 0.08818], [5.28174, 4.57361, 0.08392], [2.99283, 3.61163, 0.23777], [0.67393, -2.82856, 0.49500], [0.72513, -3.63633, 1.72095], [1.41703, -2.85734, 2.83281], [0.50889, -1.76664, 3.41662], [0.18462, -1.86474, 4.60317], [0.15295, -0.83811, 2.61914], [0.05134, -3.21370, -0.20562], [1.59685, -2.76536, 0.07420], [1.23586, -4.59013, 1.54695], [-0.30149, -3.86279, 2.01663], [2.32493, -2.39515, 2.43080], [1.69111, -3.53116, 3.64367], [0.42256, -1.10954, -1.61821], [-0.36594, -0.32309, -2.28970], [-1.61175, -0.73864, -2.59945], [-2.48135, 0.08779, -3.27804], [-2.07559, 1.35846, -3.64753], [-0.79768, 1.76758, -3.31366], [0.04368, 0.91507, -2.62709], [-1.85099, -1.72232, -2.22673], [-3.48369, -0.26605, -3.47270], [-2.75368, 2.02662, -4.16084], [-0.44101, 2.75955, -3.55251], [1.03294, 1.16963, -2.27913]], "forces_ev_per_angstrom": [[0.1369, -0.1251, -0.4528], [-0.0676, 0.0374, 0.0925], [0.1199, -0.2094, -0.1757], [-0.1048, 0.1445, 0.0644], [-0.0231, 0.1025, 0.0389], [-0.0557, -0.0556, -0.0070], [0.0660, -0.0456, 0.0151], [0.0660, 0.0723, -0.0445], [-0.1212, 0.1164, 0.0415], [0.1818, 0.0263, 0.2455], [-0.1438, -0.0139, -0.0160], [0.1423, 0.0937, 0.0208], [-0.1721, -0.1473, -0.0004], [-0.0715, -0.0282, -0.0041], [0.0642, -0.0191, 0.0064], [-0.0421, -0.0233, 0.0042], [-0.0054, -0.0225, 0.0003], [-0.0539, -0.0010, 0.0033], [0.0278, 0.0727, -0.0112], [0.0551, -0.0156, -0.0285], [0.1084, -0.0785, 0.0232], [-0.0033, -0.0047, 0.0384], [-0.0016, 0.0137, -0.0125], [0.0102, -0.0002, -0.0270], [0.0065, 0.0127, 0.0003], [0.0101, -0.0002, 0.0033], [-0.0087, -0.0077, -0.0006], [-0.0336, -0.0047, 0.0017], [0.0089, 0.0035, -0.0014], [-0.0066, -0.0008, 0.0024], [-0.0054, -0.0056, 0.0006], [-0.0068, -0.0059, -0.0014], [0.0130, 0.0022, -0.0010], [0.0340, -0.0196, 0.0940], [-0.0137, 0.0581, -0.0119], [0.0395, -0.0577, -0.0253], [0.0173, 0.0176, 0.1099], [0.0111, 0.0461, -0.0883], [-0.1170, 0.1188, -0.0317], [-0.0287, -0.0282, 0.0308], [0.0112, -0.0648, -0.0129], [0.0036, -0.0246, 0.0001], [-0.0152, 0.0086, -0.0131], [-0.0095, 0.0073, 0.0127], [0.0149, -0.0133, -0.0125], [0.1187, 0.0272, 0.2374], [-0.1446, 0.0745, -0.0575], [-0.0600, 0.0466, -0.0622], [0.0105, -0.1717, 0.0647], [-0.0657, 0.0632, -0.0197], [0.1519, -0.0403, 0.0411], [-0.0768, 0.0425, -0.0937], [-0.0255, 0.0291, -0.0081], [0.0084, -0.0021, -0.0023], [0.0049, -0.0129, 0.0112], [0.0078, -0.0042, 0.0047], [0.0333, 0.0167, 0.0138]], "lowdin_spin": [1.006, 0.000, 0.001, 0.002, -0.004, 0.003, -0.003, 0.001, -0.016, -0.002, 0.001, 0.003, 0.004, 0.000, 0.001, 0.000, 0.001, 0.000, 0.000, -0.003, 0.003, 0.000, 0.000, 0.000, 0.000, 0.000, 0.000, -0.001, 0.000, 0.000, 0.000, 0.000, 0.000, -0.002, 0.001, 0.000, 0.001, 0.000, 0.010, -0.001, 0.001, 0.000, 0.000, 0.000, 0.000, 0.003, 0.001, -0.002, 0.000, -0.003, 0.000, -0.003, 0.000, 0.000, 0.000, 0.000, 0.000]}